Computed, not measured: a cluster of 3 separate species, C21H51Br2N7O9P3S in total at a distorted geometry, with ωB97M-V/def2-TZVPD.

The charge is -1. As for the LUMO energy: 1.95 eV. The calculation puts the molar mass at 830.5 g/mol.

Atoms and positions in Å:
C  -5.655836  -0.346603  -1.600332
C  -5.192803  0.888831  -0.895622
Br  -6.380157  2.349319  -1.036067
C  -4.048626  0.960331  -0.233617
Br  -3.542877  2.624081  0.612052
N  -3.153148  -0.123760  -0.136745
C  -1.785299  0.294619  -0.385232
O  -1.671996  1.034740  -1.588378
O  -1.835192  0.105414  -2.662011
C  -3.304225  -1.017128  1.081589
C  -3.710402  -2.424422  0.600373
C  -2.711206  -3.119539  -0.354781
C  -3.153937  -3.084603  -1.814242
O  -2.305368  -3.926363  -2.623191
C  -4.493108  -0.463076  2.011142
O  -4.145709  0.303683  2.922355
O  -5.633231  -0.869003  1.690779
P  -1.830541  -1.143216  2.180024
O  -0.592149  -1.756741  1.335521
O  -1.317261  0.275987  2.697293
S  -2.204737  -2.328838  3.680112
H  -6.339820  -0.088937  -2.407964
H  -6.177419  -1.010590  -0.911064
H  -4.791303  -0.830114  -2.050568
H  -1.405140  0.985804  0.373064
H  -1.152256  -0.579668  -0.514922
H  -0.948129  -0.285472  -2.731576
H  -4.638813  -2.251370  0.061393
H  -3.970102  -3.042539  1.453909
H  -2.663566  -4.177236  -0.081488
H  -1.717435  -2.677269  -0.325608
H  -3.002541  -2.062468  -2.168857
H  -4.190646  -3.385227  -1.944690
H  -1.409699  -3.635454  -2.427258
H  0.118164  -1.106514  1.255650
H  -1.376444  0.294219  3.662409
O  0.374100  2.775937  4.388588
P  1.457400  3.592955  3.797342
N  1.555351  3.117880  2.183970
C  2.745983  2.787828  1.438700
C  0.294091  2.882495  1.480559
N  2.810805  3.118601  4.779067
C  3.896776  2.316801  4.251109
C  2.442869  2.686531  6.122539
N  2.044355  5.148519  3.591404
C  1.595959  5.980147  2.475066
C  2.707273  5.887822  4.665363
H  2.638936  3.097587  0.394628
H  2.958346  1.712368  1.450444
H  3.618719  3.321486  1.813229
H  -0.224388  3.819594  1.247691
H  -0.388896  2.261594  2.058270
H  0.475896  2.364869  0.538537
H  3.557285  1.387691  3.774006
H  4.570377  2.044647  5.066231
H  4.504686  2.882043  3.542838
H  2.107917  1.643339  6.158801
H  1.638103  3.300556  6.522171
H  3.306978  2.801631  6.784414
H  2.380836  6.050081  1.715945
H  1.353144  6.991458  2.805434
H  0.702892  5.580702  2.002759
H  3.792189  5.835634  4.547569
H  2.454348  5.498548  5.647181
H  2.409863  6.938170  4.651262
O  0.599619  -1.243089  -1.787665
P  1.097789  -2.151966  -2.854765
N  2.150878  -3.203489  -2.059482
C  3.475373  -3.609113  -2.466850
C  1.736306  -3.667478  -0.734947
N  1.883073  -1.044380  -3.934806
C  3.327605  -1.010351  -4.069255
C  1.331827  0.306514  -3.932154
N  0.633924  -3.179082  -4.081274
C  0.298328  -4.579379  -3.808353
C  0.168194  -2.691511  -5.382390
H  3.663067  -4.644680  -2.168797
H  4.256113  -2.982723  -2.021436
H  3.587584  -3.593781  -3.548956
H  0.920093  -4.396033  -0.790980
H  1.398198  -2.848093  -0.102338
H  2.572411  -4.143915  -0.224881
H  3.849131  -0.885975  -3.111255
H  3.605732  -0.172264  -4.710495
H  3.704693  -1.901758  -4.570572
H  1.706185  0.923375  -3.106574
H  0.246758  0.285644  -3.862927
H  1.580052  0.797304  -4.876772
H  1.104721  -5.232053  -4.155019
H  -0.620623  -4.872174  -4.315529
H  0.142444  -4.763824  -2.748884
H  0.977830  -2.743708  -6.113363
H  -0.181970  -1.664839  -5.334804
H  -0.664573  -3.295573  -5.743044

Forces on atoms 1 to 2 (eV/Å):
C -0.1 0.2 -0.3
C -0.1 -0.2 -0.2

Computed, not measured: a cluster of 11 separate species, C21H51Cl18O20P5 in total at a distorted geometry, with ωB97M-V/def2-TZVPD.

The charge is 0. As for the LUMO energy: 0.23 eV. The calculation puts the molar mass at 1416.6 g/mol.

Atoms and positions in Å:
C  -0.348921  -4.111944  -7.166548
O  -1.183857  -3.086679  -6.704441
P  -1.179555  -1.608966  -7.313032
O  -0.755083  -1.562477  -8.716188
O  -2.709486  -1.190495  -7.082213
C  -3.302859  -1.317281  -5.807883
O  -0.330387  -0.732161  -6.274554
C  -0.290215  0.686002  -6.490874
H  0.378398  -4.508612  -6.453840
H  0.189522  -3.792547  -8.061357
H  -0.835425  -5.044071  -7.470056
H  -4.203646  -1.932662  -5.810528
H  -3.561196  -0.351078  -5.372450
H  -2.670636  -1.825329  -5.075192
H  0.482570  1.153937  -5.891362
H  -1.257065  1.100028  -6.196740
H  -0.147903  0.890113  -7.552629
C  2.781474  -1.189116  0.879258
O  2.198916  0.097428  0.779389
P  0.865709  0.241699  -0.128563
O  0.110995  -0.993355  -0.320574
O  1.516625  0.950615  -1.418007
C  2.215911  0.123336  -2.356734
O  0.070482  1.466008  0.513817
C  -1.011764  1.365685  1.422369
H  2.757449  -1.652638  1.868494
H  3.807028  -1.126905  0.523838
H  2.304372  -1.983990  0.302710
H  2.437259  -0.869857  -1.983537
H  3.125311  0.688938  -2.591096
H  1.749634  0.201517  -3.342704
H  -1.155724  0.356474  1.805244
H  -1.912383  1.795533  0.978635
H  -0.782079  2.048717  2.246047
C  -0.791852  -7.815522  3.291468
O  0.341043  -7.250163  3.963981
P  1.308089  -6.175163  3.300384
O  2.539457  -5.963733  4.090724
O  0.369306  -4.916363  3.086909
C  0.859196  -3.696143  2.555723
O  1.535173  -6.659166  1.773914
C  2.557807  -7.577813  1.436873
H  -1.620589  -7.692015  3.984217
H  -0.590467  -8.847482  3.007734
H  -0.992202  -7.278241  2.360876
H  0.107480  -3.409976  1.815095
H  1.802788  -3.797239  2.015440
H  0.972053  -2.926937  3.320814
H  2.059176  -8.478758  1.061272
H  3.221755  -7.889090  2.242403
H  3.149356  -7.213616  0.596360
C  -1.691106  8.655053  2.237101
O  -1.035618  7.709829  1.384245
P  -1.732137  6.305250  1.047146
O  -1.131186  5.483148  -0.021219
O  -1.698528  5.536177  2.452881
C  -2.512599  4.385860  2.629485
O  -3.285559  6.667499  0.889752
C  -3.735147  6.819781  -0.466480
H  -1.876460  9.558953  1.655818
H  -1.010722  8.895941  3.054061
H  -2.620114  8.251145  2.634667
H  -3.070097  4.046000  1.750473
H  -3.316948  4.629063  3.327539
H  -1.929416  3.548632  3.000899
H  -4.761505  7.182115  -0.451553
H  -3.753156  5.873216  -1.006488
H  -3.108303  7.533247  -1.002214
C  -1.445332  -0.992718  4.622915
O  -0.703132  -0.289159  5.606030
P  -1.251890  1.158764  6.036010
O  -1.780185  1.994042  4.945674
O  -2.301992  0.873301  7.194646
C  -3.714462  0.783675  6.923146
O  -0.055144  1.777135  6.840966
C  0.139317  3.179215  7.048074
H  -1.986471  -0.400684  3.880376
H  -2.217130  -1.647067  5.037195
H  -0.726062  -1.611635  4.088673
H  -3.891171  0.588904  5.866568
H  -4.195907  1.692475  7.275110
H  -4.048717  -0.075403  7.505264
H  -0.620493  3.784717  6.556776
H  1.096956  3.399912  6.577027
H  0.196369  3.380602  8.113718
C  -2.944784  -1.881443  -0.579999
Cl  -2.386062  -2.154683  -2.238446
Cl  -3.939616  -3.211988  0.012553
Cl  -3.861092  -0.390765  -0.446514
H  -2.064140  -1.853096  0.050874
C  -0.645806  2.728186  -2.628455
Cl  -1.841788  3.946660  -3.200062
Cl  0.787728  2.879609  -3.596294
Cl  -1.401844  1.129133  -2.808210
H  -0.434202  2.955852  -1.589738
C  4.089572  -0.042461  -5.694500
Cl  5.484771  0.894955  -5.101300
Cl  4.215551  -1.716941  -5.171114
Cl  4.080452  -0.026495  -7.448440
H  3.179040  0.345420  -5.254289
C  6.930885  -0.462485  -0.924624
Cl  6.089777  -1.870971  -0.378106
Cl  8.025596  0.159093  0.308540
Cl  5.755578  0.773869  -1.418421
H  7.441807  -0.716625  -1.846379
C  1.193695  -3.740637  -2.215960
Cl  1.125809  -4.594061  -3.729660
Cl  2.932100  -3.611556  -1.727875
Cl  0.386502  -4.602734  -0.904561
H  0.754695  -2.757757  -2.349681
C  2.027306  4.480352  0.800562
Cl  2.418461  3.278031  2.001583
Cl  2.562867  3.919906  -0.799472
Cl  2.667690  6.075669  1.224938
H  0.962460  4.692536  0.775886

Forces on atoms 1 to 2 (eV/Å):
C 1.4 -1.2 -1.2
O -0.2 0.5 0.8

So what do the calculations give for orbital gap? Going down the list: 6.94, 10.84 eV.